P.
{"formula": "C2H4FNO3", "method": "the ωB97M-V functional and the def2-TZVPD basis", "symbols": ["C", "C", "N", "O", "O", "O", "F", "H", "H", "H", "H"], "coordinates": [[-0.419, -0.452, -0.220], [0.683, 0.520, -0.148], [2.146, -0.325, 0.074], [2.270, -1.312, -0.511], [2.965, 0.294, 0.694], [0.758, 1.505, 0.773], [0.824, 0.960, -1.460], [-0.089, -1.152, 0.414], [-1.456, -0.112, 0.071], [-0.388, -0.927, -1.227], [1.665, 1.865, 0.876]], "mulliken_charge": [-1.15, 0.83, 0.92, -0.53, -0.65, -0.50, -0.30, 0.38, 0.31, 0.32, 0.39], "e_homo_ev": -10.942, "gap_ha": 0.4207, "smiles": "C[C@](O)(F)[N+](=O)[O-]", "e_lumo_ev": 0.5}

---

Q.
{"formula": "C2H4FNO3", "method": "the ωB97M-V functional and the def2-TZVPD basis", "symbols": ["C", "C", "N", "O", "O", "O", "F", "H", "H", "H", "H"], "coordinates": [[-1.339, -0.490, 0.543], [1.020, 0.762, 0.436], [0.450, 1.804, -0.325], [-0.010, 2.698, 0.327], [0.486, 1.725, -1.534], [1.728, -0.140, -0.247], [-0.974, -1.435, 1.410], [-1.098, -0.681, -0.482], [-1.363, 0.506, 1.077], [1.142, 0.888, 1.559], [1.388, -0.199, -1.174]], "mulliken_charge": [-0.22, -0.28, 1.04, -0.57, -0.66, -0.42, -0.20, 0.28, 0.27, 0.39, 0.39], "e_homo_ev": [-9.125, -9.073], "gap_ha": [0.3300, 0.2840], "e_lumo_ev": [-0.1, -1.3]}

---

Which is most stable, and by how much? P, by 78.3 kcal/mol.

---

P.
{"formula": "C9H14N3S", "method": "the ωB97M-V functional and the def2-TZVPD basis", "symbols": ["C", "C", "C", "C", "C", "C", "C", "C", "C", "N", "N", "N", "S", "H", "H", "H", "H", "H", "H", "H", "H", "H", "H", "H", "H", "H", "H"], "coordinates": [[2.645, -1.654, -0.661], [2.812, -0.264, -0.542], [1.473, -2.223, -0.213], [1.793, 0.544, 0.004], [0.550, -0.069, 0.284], [0.441, -1.457, 0.263], [-1.851, 0.589, 0.354], [2.027, 2.008, 0.315], [-2.990, 0.932, 1.272], [-0.559, 0.708, 0.809], [-2.118, 0.111, -0.870], [-1.151, -0.222, -1.816], [-1.026, -2.191, 0.974], [3.442, -2.238, -1.047], [3.655, 0.328, -1.077], [1.260, -3.276, -0.095], [1.457, 2.717, -0.378], [1.719, 2.282, 1.334], [3.151, 2.320, 0.241], [-3.850, 0.493, 0.857], [-3.253, 2.039, 1.373], [-2.880, 0.406, 2.312], [-0.285, 1.331, 1.630], [-3.063, -0.087, -1.074], [-1.470, -3.124, 0.081], [-0.376, 0.448, -1.665], [-1.555, -0.450, -2.663]], "mulliken_charge": [-0.89, -0.58, -0.36, 0.88, -1.03, 1.40, 0.63, -1.31, -1.33, -0.01, 0.07, -0.44, -0.27, 0.43, 0.28, 0.40, 0.28, 0.32, 0.37, 0.42, 0.31, 0.29, 0.30, 0.22, 0.19, 0.20, 0.22], "e_homo_ev": -12.055, "total_charge": 1, "gap_ha": 0.3283, "smiles": "C/C(Nc1c(C)cccc1S)=[NH+]/N", "e_lumo_ev": -3.1}

---

Q.
{"formula": "C9H14N3S", "method": "the ωB97M-V functional and the def2-TZVPD basis", "symbols": ["C", "C", "C", "C", "C", "C", "C", "C", "C", "N", "N", "N", "S", "H", "H", "H", "H", "H", "H", "H", "H", "H", "H", "H", "H", "H", "H"], "coordinates": [[-2.050, 3.529, -0.402], [-3.104, 3.072, 0.540], [-1.199, 2.475, -0.555], [-2.814, 1.798, 0.875], [-2.864, 0.120, -2.436], [-1.991, -0.701, -2.357], [1.792, -0.126, 0.239], [3.434, -3.165, 1.527], [3.239, -2.099, 0.429], [-1.632, 1.443, 0.256], [0.734, 0.572, 0.195], [1.929, -1.407, 0.528], [-0.893, -0.032, 0.485], [-2.189, 4.431, -1.024], [-4.063, 3.518, 0.892], [-0.224, 2.306, -0.959], [-3.434, 1.349, 1.681], [-3.820, 0.557, -2.383], [-1.289, -0.599, -0.845], [-1.149, -1.426, -2.515], [2.596, 0.606, 0.044], [4.089, -2.689, 2.296], [2.506, -3.464, 1.730], [3.970, -4.056, 1.297], [3.309, -2.601, -0.621], [4.010, -1.343, 0.486], [1.108, -2.068, 0.599]], "mulliken_charge": [-0.66, -0.28, -0.21, -0.28, -0.23, -0.36, 0.12, -1.14, -0.31, 0.32, -0.31, -0.17, -0.06, 0.35, 0.36, 0.45, 0.36, 0.40, 0.09, 0.45, 0.28, 0.27, 0.38, 0.37, 0.23, 0.35, 0.24], "e_homo_ev": -12.171, "total_charge": 1, "gap_ha": 0.3201, "e_lumo_ev": -3.5}

---

Which is most stable, and by how much? P, by 110.7 kcal/mol.

---

P.
{"formula": "C3H6IN3", "method": "the ωB97M-V functional and the def2-TZVPD basis", "symbols": ["C", "C", "C", "N", "N", "N", "I", "H", "H", "H", "H", "H", "H"], "coordinates": [[1.109, 0.426, 0.089], [2.192, -0.508, -0.004], [-1.348, 1.045, -0.114], [-1.766, -1.396, 0.085], [-0.518, -1.136, 0.185], [-0.214, 0.101, 0.026], [4.131, 0.292, 0.006], [1.296, 1.415, -0.144], [1.900, -1.509, 0.236], [-2.215, 0.408, 0.274], [-1.129, 1.965, 0.433], [-1.639, 1.366, -1.187], [-1.798, -2.471, 0.114]], "mulliken_charge": [-0.21, -0.52, -0.74, -0.77, -0.06, 0.35, 0.05, 0.31, 0.43, 0.36, 0.31, 0.24, 0.25], "e_homo_ev": -8.100, "gap_ha": 0.3107, "smiles": "[H]/N=N/N(C)/C=C/I", "e_lumo_ev": 0.4}

---

Q.
{"formula": "C3H6IN3", "method": "the ωB97M-V functional and the def2-TZVPD basis", "symbols": ["C", "C", "C", "N", "N", "N", "I", "H", "H", "H", "H", "H", "H"], "coordinates": [[-0.722, -0.446, -0.084], [-1.010, 0.687, 0.779], [0.712, -0.807, 0.109], [-0.924, 0.033, -1.563], [-1.464, 1.106, -1.684], [-1.581, 1.903, -0.707], [-2.474, 0.324, 2.249], [-1.507, -1.234, -0.093], [-0.070, 1.235, 0.878], [1.402, 0.100, 0.016], [0.993, -1.296, -0.782], [0.936, -1.484, 1.011], [-2.100, 2.768, -0.829]], "mulliken_charge": [0.11, -0.51, -1.23, -0.32, -0.14, -0.16, 0.12, 0.45, 0.46, 0.35, 0.39, 0.27, 0.22], "e_homo_ev": -8.878, "gap_ha": 0.3303, "e_lumo_ev": 0.1}

---

Which is most stable, and by how much? P, by 13.1 kcal/mol.

---

P.
{"formula": "C2H4S3", "method": "the ωB97M-V functional and the def2-TZVPD basis", "symbols": ["C", "C", "H", "H", "H", "H", "S", "S", "S"], "coordinates": [[0.521, -0.556, 0.573], [-0.735, -0.035, -0.121], [2.181, 0.965, -0.483], [0.514, -0.114, 1.692], [0.520, -1.780, 0.701], [-2.032, 1.420, -0.978], [1.781, -0.362, -0.638], [-0.840, 1.647, -0.270], [-1.910, -1.183, -0.476]], "mulliken_charge": [-0.72, 0.30, 0.14, 0.33, 0.30, 0.18, -0.15, -0.14, -0.23], "e_homo_ev": -8.662, "gap_ha": 0.3041, "smiles": "S=C(S)CS", "e_lumo_ev": -0.4}

---

Q.
{"formula": "C2H4S3", "method": "the ωB97M-V functional and the def2-TZVPD basis", "symbols": ["C", "C", "S", "S", "S", "H", "H", "H", "H"], "coordinates": [[1.392, 0.057, 0.170], [0.126, -0.522, 0.550], [2.344, -0.698, -1.055], [3.011, -0.446, 0.848], [1.411, 1.985, -0.094], [-0.581, -0.187, -0.142], [-0.180, -0.116, 1.597], [0.067, -1.586, 0.392], [0.277, 2.411, 0.471]], "mulliken_charge": [0.52, -1.24, -0.15, -0.12, -0.20, 0.40, 0.28, 0.39, 0.12], "e_homo_ev": -8.237, "gap_ha": 0.3065, "smiles": "CC1(S)SS1", "e_lumo_ev": 0.1}

---

R.
{"formula": "C2H4S3", "method": "the ωB97M-V functional and the def2-TZVPD basis", "symbols": ["C", "C", "S", "S", "S", "H", "H", "H", "H"], "coordinates": [[1.112, -0.215, 0.423], [0.193, 0.503, -0.343], [0.951, 1.548, 0.843], [-0.141, 0.717, -1.978], [-2.571, -0.494, 0.459], [0.667, -0.766, 1.186], [2.052, -0.726, 0.095], [-0.519, -0.654, -1.966], [-1.743, 0.088, 1.282]], "mulliken_charge": [-0.13, -0.18, -0.09, -0.13, -0.22, 0.20, 0.28, 0.16, 0.12], "e_homo_ev": [-9.250, -7.667], "gap_ha": [0.3090, 0.2082], "e_lumo_ev": [-0.8, -2.0]}

---

Which is most stable, and by how much? Q, by 8.8 kcal/mol.

---

P.
{"formula": "C2H4NO3", "method": "the ωB97M-V functional and the def2-TZVPD basis", "symbols": ["C", "C", "N", "O", "O", "O", "H", "H", "H", "H"], "coordinates": [[0.087, 0.373, 1.087], [-1.043, 0.347, 0.098], [1.751, 1.200, 0.733], [1.276, 2.118, -0.442], [2.453, 0.263, 0.186], [-0.174, 0.288, 2.298], [-1.991, 0.220, 0.658], [-1.204, 1.343, -0.373], [-1.001, -0.496, -0.571], [1.637, 1.592, -1.091]], "mulliken_charge": [0.49, -0.85, 0.05, -0.48, -0.69, -0.59, 0.35, 0.21, 0.24, 0.27], "e_homo_ev": [-2.187, -2.186], "total_charge": -1, "gap_ha": [0.2358, 0.2358], "e_lumo_ev": [4.2, 4.2]}

---

Q.
{"formula": "C2H4NO3", "method": "the ωB97M-V functional and the def2-TZVPD basis", "symbols": ["C", "N", "O", "H", "H", "H", "O", "C", "O", "H"], "coordinates": [[0.169, 2.023, 0.411], [0.723, 0.853, 0.105], [0.781, 3.074, 0.565], [-0.927, 1.963, 0.529], [0.285, -0.072, 0.041], [1.714, 0.925, -0.087], [-0.033, -2.121, 0.683], [-0.679, -2.192, -0.378], [-1.014, -1.251, -1.137], [-1.019, -3.203, -0.731]], "mulliken_charge": [0.04, -0.20, -0.66, 0.32, 0.31, 0.18, -0.70, 0.04, -0.71, 0.39], "e_homo_ev": -4.730, "total_charge": -1, "gap_ha": 0.3293, "e_lumo_ev": 4.2}

---

Which is most stable, and by how much? Q, by 140.4 kcal/mol.